[1]
# C49H46BrN4O12P4RbS

A molecular structure, C49H46BrN4O12P4RbS at a distorted geometry (ωB97M-V/def2-TZVPD, the OMol25 dataset).

Maximum force (eV Å⁻¹): 1.6
E_tot (Ha): -7378.82212
Frontier orbital gap (Ha): 0.2269
Highest occupied orbital energy (Ha): -0.100
Charge: -2

CARTESIAN COORDINATES (ANGSTROEM)
1 Rb 1.411 0.951 0.767
2 C -6.572 -1.070 5.057
3 C -5.137 -1.056 4.593
4 C -4.642 0.006 3.845
5 C -3.318 0.035 3.430
6 C -2.463 -1.000 3.778
7 C -2.939 -2.064 4.529
8 C -4.269 -2.095 4.924
9 S -0.724 -0.944 3.300
10 O -0.038 -1.559 4.418
11 O -0.646 -1.677 2.045
12 N -0.420 0.563 3.006
13 C -0.401 1.494 4.025
14 C -0.779 1.251 5.344
15 C -0.796 2.266 6.316
16 C -0.445 3.550 6.015
17 C -0.053 3.855 4.690
18 C 0.326 5.163 4.307
19 C 0.692 5.422 3.020
20 C 0.695 4.359 2.090
21 N 0.357 3.136 2.417
22 C -0.034 2.855 3.686
23 H -7.223 -0.566 4.341
24 H -6.682 -0.557 6.017
25 H -6.936 -2.091 5.188
26 H -5.302 0.825 3.576
27 H -2.928 0.863 2.849
28 H -2.253 -2.853 4.815
29 H -4.638 -2.933 5.508
30 H -1.023 0.247 5.657
31 H -1.093 2.006 7.327
32 H -0.451 4.336 6.762
33 H 0.317 5.947 5.058
34 H 0.982 6.413 2.695
35 H 0.969 4.530 1.051
36 N 6.644 -0.439 0.140
37 C 5.963 0.840 0.491
38 C 6.999 1.908 0.847
39 P 4.948 0.477 2.021
40 O 4.296 -0.959 1.644
41 O 5.940 0.240 3.099
42 O 3.849 1.497 2.171
43 P 5.113 1.472 -1.119
44 O 3.388 2.772 -0.004
45 O 5.111 0.048 -1.920
46 O 3.494 1.522 -0.725
47 H 6.324 -1.172 0.765
48 H 7.645 -0.348 0.261
49 H 5.699 -0.538 -1.369
50 H 7.544 1.612 1.745
51 H 6.509 2.865 1.036
52 H 7.699 2.061 0.016
53 H 3.575 -0.973 0.992
54 H 3.550 2.431 0.935
55 O -0.869 -0.078 -0.590
56 P -1.351 -1.430 -0.943
57 C -0.081 -2.731 -0.826
58 P 1.570 -2.135 -1.298
59 O 2.199 -1.240 -0.304
60 C 1.430 -1.324 -2.903
61 C 1.302 -2.035 -4.097
62 C 1.194 -1.356 -5.298
63 C 1.216 0.037 -5.312
64 C 1.328 0.746 -4.127
65 C 1.433 0.068 -2.918
66 C 2.549 -3.629 -1.610
67 C 3.810 -3.411 -2.169
68 C 4.665 -4.479 -2.391
69 C 4.269 -5.768 -2.053
70 C 3.022 -5.987 -1.486
71 C 2.164 -4.918 -1.261
72 C -2.797 -1.979 -0.007
73 C -2.943 -3.231 0.577
74 C -4.115 -3.557 1.244
75 C -5.152 -2.636 1.316
76 C -5.013 -1.387 0.727
77 C -3.839 -1.056 0.069
78 C -1.908 -1.476 -2.671
79 C -2.463 -2.605 -3.272
80 C -2.863 -2.555 -4.598
81 C -2.719 -1.375 -5.322
82 C -2.176 -0.248 -4.723
83 C -1.768 -0.293 -3.394
84 H -0.363 -3.553 -1.490
85 H -0.025 -3.076 0.210
86 H 1.300 -3.121 -4.089
87 H 1.090 -1.911 -6.224
88 H 1.131 0.566 -6.254
89 H 1.304 1.828 -4.098
90 H 1.465 0.653 -2.010
91 H 4.119 -2.399 -2.416
92 H 5.644 -4.303 -2.820
93 H 4.940 -6.602 -2.225
94 H 2.717 -6.989 -1.208
95 H 1.199 -5.093 -0.801
96 H -2.124 -3.940 0.555
97 H -4.210 -4.522 1.727
98 H -6.060 -2.883 1.853
99 H -5.811 -0.658 0.803
100 H -3.710 -0.070 -0.365
101 H -2.592 -3.517 -2.699
102 H -3.295 -3.431 -5.069
103 H -3.034 -1.335 -6.358
104 H -2.065 0.670 -5.289
105 H -1.324 0.568 -2.902
106 Br -3.739 3.046 -5.774
107 C -2.652 4.193 -4.704
108 C -2.744 5.561 -4.886
109 N -2.014 6.418 -4.171
110 C -1.183 5.910 -3.256
111 C -1.025 4.547 -3.017
112 C -1.782 3.668 -3.768
113 C -0.032 4.031 -1.953
114 O 0.463 4.915 -1.232
115 O 0.177 2.803 -2.015
116 H -3.420 5.973 -5.626
117 H -0.598 6.598 -2.661
118 H -1.670 2.603 -3.603

[2]
# C25H44BCoN6O3PS3Te

A molecular structure, C25H44BCoN6O3PS3Te (ωB97M-V/def2-TZVPD, the OMol25 dataset).

Maximum force (eV Å⁻¹): 0.2
E_tot (Ha): -4745.14950
Multiplicity: 2
Frontier orbital gap (alpha / beta) (Ha): 0.2760 / 0.2821
Highest occupied orbital energy (alpha / beta) (Ha): -0.261 / -0.259
Charge: 0

CARTESIAN COORDINATES (ANGSTROEM)
1 Co -0.049 -0.622 -0.613
2 C 2.308 0.570 -3.836
3 C 3.671 0.848 -3.204
4 C 4.541 -0.407 -3.131
5 C 4.399 1.885 -4.057
6 N 3.467 1.404 -1.832
7 C 3.792 2.698 -1.462
8 C 3.373 2.866 -0.196
9 N 2.796 1.690 0.224
10 B 2.104 1.631 1.609
11 N 2.194 0.217 2.240
12 C 3.403 -0.212 2.743
13 C 3.275 -1.501 3.098
14 N 1.971 -1.877 2.814
15 C 1.320 -0.808 2.285
16 S -0.306 -0.751 1.737
17 C 1.436 -3.261 2.976
18 C 1.074 -3.832 1.605
19 C 2.521 -4.139 3.597
20 C 0.234 -3.238 3.921
21 N 0.675 2.223 1.576
22 C 0.167 2.763 2.737
23 C -1.067 3.224 2.481
24 N -1.329 2.972 1.144
25 C -0.252 2.339 0.600
26 S -0.099 1.782 -1.021
27 C -2.591 3.371 0.454
28 C -3.323 2.128 -0.044
29 C -2.263 4.333 -0.689
30 C -3.493 4.099 1.449
31 C 2.849 0.801 -0.785
32 S 2.250 -0.817 -0.743
33 H 2.451 0.215 -4.858
34 H 1.714 1.486 -3.863
35 H 1.752 -0.181 -3.279
36 H 4.718 -0.775 -4.142
37 H 4.060 -1.191 -2.554
38 H 5.506 -0.171 -2.677
39 H 4.557 1.452 -5.043
40 H 5.376 2.141 -3.644
41 H 3.809 2.794 -4.185
42 H 4.295 3.383 -2.114
43 H 3.436 3.722 0.452
44 H 2.752 2.358 2.326
45 H 4.252 0.446 2.803
46 H 3.993 -2.167 3.532
47 H 1.937 -3.794 0.938
48 H 0.257 -3.284 1.142
49 H 0.770 -4.873 1.722
50 H 3.395 -4.223 2.950
51 H 2.108 -5.138 3.729
52 H 2.830 -3.773 4.578
53 H -0.574 -2.636 3.514
54 H 0.523 -2.832 4.892
55 H -0.124 -4.258 4.066
56 H 0.737 2.771 3.649
57 H -1.764 3.711 3.132
58 H -2.731 1.583 -0.773
59 H -4.270 2.432 -0.497
60 H -3.532 1.452 0.787
61 H -1.639 3.853 -1.440
62 H -1.744 5.214 -0.307
63 H -3.192 4.658 -1.160
64 H -3.782 3.455 2.281
65 H -4.401 4.389 0.923
66 H -3.028 5.007 1.837
67 C -5.083 -1.063 -3.857
68 C -3.837 -0.826 -3.038
69 O -3.703 -1.920 -2.106
70 P -2.322 -2.042 -1.312
71 O -2.049 -0.736 -0.596
72 Te -0.356 -2.473 -2.537
73 O -2.638 -3.235 -0.318
74 C -3.491 -3.004 0.828
75 C -4.858 -3.601 0.587
76 H -5.220 -0.243 -4.563
77 H -5.961 -1.118 -3.213
78 H -5.001 -1.995 -4.416
79 H -3.895 0.104 -2.472
80 H -2.947 -0.788 -3.671
81 H -3.543 -1.933 1.031
82 H -2.986 -3.479 1.668
83 H -5.346 -3.114 -0.257
84 H -5.480 -3.471 1.475
85 H -4.776 -4.667 0.373

[3]
# C31H29F5I2O21S

A molecular structure, C31H29F5I2O21S at a distorted geometry (ωB97M-V/def2-TZVPD, the OMol25 dataset).

Maximum force (eV Å⁻¹): 5.5
E_tot (Ha): -4271.37842
Frontier orbital gap (Ha): 0.3068
Highest occupied orbital energy (Ha): -0.317
Charge: 0

CARTESIAN COORDINATES (ANGSTROEM)
1 C 1.991 0.957 3.719
2 C 1.563 0.058 3.002
3 C 1.159 -1.198 2.079
4 C 2.291 -1.139 0.994
5 C 2.871 0.163 0.465
6 C 3.956 0.230 -0.558
7 C 4.590 -1.010 -1.115
8 C 4.047 -2.329 -0.599
9 C 2.924 -2.396 0.418
10 O 1.321 -2.276 3.059
11 S -0.122 -2.092 3.941
12 O 0.289 -1.700 5.291
13 O -0.910 -3.329 4.050
14 O -0.998 -0.965 3.053
15 C -0.342 -0.840 1.715
16 C -1.244 -1.819 0.844
17 C -0.727 -3.323 0.716
18 C 0.066 -3.595 -0.652
19 O 0.798 -4.575 -0.650
20 O -0.094 -2.805 -1.805
21 C -0.656 0.708 1.400
22 I -1.453 1.971 2.999
23 C -0.479 1.298 0.157
24 C 0.053 0.502 -1.092
25 I -0.976 3.393 -0.172
26 H 2.579 1.456 4.539
27 H 2.465 1.160 0.830
28 H 4.333 1.241 -0.947
29 H 5.424 -0.928 -1.864
30 H 4.535 -3.262 -1.006
31 H 2.624 -3.433 0.737
32 H -1.478 -1.455 -0.201
33 H -2.253 -1.875 1.375
34 H -0.176 -3.724 1.611
35 H -1.666 -3.970 0.617
36 H -0.652 -3.298 -2.450
37 H 0.847 1.088 -1.687
38 H 0.486 -0.518 -0.847
39 H -0.813 0.315 -1.802
40 C -0.959 1.428 -5.541
41 C -0.080 2.552 -5.992
42 O 0.845 2.683 -4.928
43 C 0.955 1.439 -4.382
44 O 1.833 1.106 -3.646
45 O -0.056 0.622 -4.786
46 F -0.780 3.707 -6.100
47 H -1.773 1.765 -4.893
48 H -1.383 0.868 -6.379
49 H 0.457 2.358 -6.924
50 C -0.503 0.262 7.848
51 C -0.854 1.086 9.048
52 O -0.549 2.403 8.634
53 C -0.731 2.414 7.282
54 O -0.827 3.408 6.627
55 O -0.796 1.149 6.775
56 F -0.064 0.772 10.104
57 H 0.555 -0.009 7.817
58 H -1.099 -0.648 7.778
59 H -1.905 1.028 9.343
60 C -5.300 -0.660 4.486
61 C -5.651 0.161 5.690
62 O -5.350 1.478 5.279
63 C -5.533 1.492 3.926
64 O -5.632 2.481 3.274
65 O -5.595 0.229 3.415
66 F -4.859 -0.154 6.745
67 H -4.241 -0.928 4.454
68 H -5.895 -1.571 4.415
69 H -6.702 0.100 5.986
70 C -3.791 -2.252 -6.075
71 C -4.882 -1.293 -6.440
72 O -4.174 -0.116 -6.776
73 C -2.967 -0.536 -7.245
74 O -2.213 0.151 -7.867
75 O -2.727 -1.836 -6.924
76 F -5.677 -1.032 -5.377
77 H -3.480 -2.158 -5.031
78 H -4.065 -3.289 -6.268
79 H -5.494 -1.609 -7.290
80 C 6.189 3.286 -4.295
81 C 6.723 2.563 -3.097
82 O 6.724 1.211 -3.510
83 C 6.898 1.242 -4.865
84 O 7.214 0.301 -5.520
85 O 6.671 2.487 -5.370
86 F 5.887 2.690 -2.038
87 H 5.096 3.308 -4.321
88 H 6.563 4.307 -4.367
89 H 7.734 2.859 -2.807